Record 1
The following is a quantum chemistry calculation of a structure of composition C4H9N2O2, from the Open Molecules 2025 dataset.

Structure (ORCA input):
```
! RIJCOSX wB97M-V def2-TZVPD def2/J DEFGRID3
* xyz 1 1
N 0.73431 -1.49733 -2.12859
C 0.89322 -1.11102 -0.82626
C -0.29079 -1.07510 -0.03602
N -0.15755 -0.50946 1.42236
C -0.40449 0.81249 1.34565
C -1.66384 1.28904 1.31279
O 1.58570 1.75435 0.00961
O -1.44451 -1.27412 -0.33997
H 2.30873 2.37989 0.18344
H -0.17384 -1.85262 -2.39016
H 1.14703 -0.88571 -2.81613
H 0.13922 -0.04047 -0.61132
H 1.87114 -1.35770 -0.43339
H -0.66352 -1.06123 2.11290
H 0.51828 1.42861 1.06253
H -1.87077 2.32573 1.05820
H -2.52832 0.67465 1.07436
*
```

Properties
HOMO energy = -0.5197 hartree
Largest force on an atom = 4.17 eV/Å
M = 117.1 g mol⁻¹
LUMO energy = -9.04 eV
Energy relative to the best compared isomer or geometry (same formula, charge and spin) = 235.8 kcal/mol

=====

Record 2
The following is a quantum chemistry calculation of a cluster of 2 separate species, CI2S in total, from the Open Molecules 2025 dataset.

Structure (ORCA input):
```
! RIJCOSX wB97M-V def2-TZVPD def2/J DEFGRID3
* xyz 0 1
C 1.82113 0.28704 0.54579
S 3.13079 0.61918 -0.20257
I -1.23909 -0.68749 -0.21354
I -3.71284 -0.21872 -0.12968
*
```

Properties
HOMO energy = -0.3282 hartree
Largest force on an atom = 2.19 eV/Å
M = 297.9 g mol⁻¹
LUMO energy = -1.00 eV
Energy relative to the best compared isomer or geometry (same formula, charge and spin) = 22.2 kcal/mol

=====

Record 3
The following is a quantum chemistry calculation of the molecule C4H8O2, from the Open Molecules 2025 dataset.

Structure (ORCA input):
```
! RIJCOSX wB97M-V def2-TZVPD def2/J DEFGRID3
* xyz 0 1
O 1.32367 0.80890 0.97715
C 0.16081 0.62012 1.67225
C -0.56165 -0.15677 0.64068
C -0.72255 0.37984 -0.74460
C 0.19219 -0.62019 -1.47568
O 0.98761 -1.19412 -0.43863
H 1.45159 -0.42299 0.05099
H 0.25066 0.04261 2.61155
H -0.39916 1.55004 1.91110
H -0.97817 -1.14543 0.83395
H -1.76805 0.33846 -1.07282
H -0.34402 1.40192 -0.79026
H 0.80290 -0.16871 -2.26625
H -0.39583 -1.43370 -1.90943
*
```

Properties
HOMO energy (spin up / spin down) = -0.3281 / -0.3281 hartree
Largest force on an atom = 0.34 eV/Å
M = 88.1 g mol⁻¹
LUMO energy (spin up / spin down) = -0.85 / -0.85 eV
Energy relative to the best compared isomer or geometry (same formula, charge and spin) = 106.6 kcal/mol